{"formula": "CH4N3P", "method": "ωB97M-V with the def2-TZVPD basis set", "symbols": ["C", "N", "N", "N", "P", "H", "H", "H", "H"], "positions_angstrom": [[-0.71034, 0.45822, 0.62703], [-0.16745, 1.71996, 0.22032], [0.83941, 1.61458, -0.42060], [1.20866, 0.28760, -0.84754], [0.46246, -0.79289, -0.08568], [-1.21935, 0.46887, 1.57968], [-1.46350, 0.26352, -0.26086], [-0.30179, -1.76304, -0.77175], [1.35190, -2.25682, -0.04060]], "atomic_forces_ev_per_a": [[-2.8232, -0.8069, -2.1656], [-1.0946, -0.0771, 3.1102], [2.5177, -0.7633, -3.2033], [2.4246, 3.5290, -1.4801], [-0.2945, -5.7438, 0.5449], [0.0490, -0.0896, 0.0740], [0.7356, 0.0859, 1.9437], [-1.2000, 1.1502, -0.1677], [-0.3148, 2.7156, 1.3440]], "lowdin_charge": [-0.33, -0.10, -0.11, -0.32, 0.71, 0.07, 0.12, -0.06, 0.02], "e_above_lowest_ev": 5.3391, "charge": 0, "molar_mass_g_mol": 89.04, "total_energy_ha": -545.92615, "homo_lumo_gap_ev": 8.7033, "smiles": "C1N=NN=[PH2]1", "homo_ha": -0.339, "lumo_ev": -0.52}